(1)
The following is a quantum chemistry calculation of a molecular structure, C23H32F3N2O3OsPS, from the OMol25 dataset.

For the lowest unoccupied orbital energy, the calculation gives -7.5 eV. As for the relative energy (zero: lowest compared OMol25 entry of this formula, charge and spin): 0.5208 eV. Its charge is +2. As for the total energy: -2360.0853 hartree. Its multiplicity is 1.

Atoms and positions in Å:
Os -0.284 -0.022 -0.174
O 2.101 -3.375 0.059
C 1.273 -2.587 0.394
O 1.316 -1.299 0.003
C 0.101 -2.939 1.295
P -1.189 -1.701 1.095
C -1.938 -1.381 2.680
C -3.281 -1.597 2.975
C -3.755 -1.296 4.243
C -2.896 -0.787 5.207
C -1.551 -0.590 4.919
C -1.068 -0.888 3.657
C -2.201 -2.142 -0.319
C -3.538 -1.756 -0.517
C -4.178 -2.079 -1.698
C -3.503 -2.765 -2.704
C -2.181 -3.140 -2.526
C -1.529 -2.840 -1.340
H 0.437 -2.949 2.332
H -0.270 -3.937 1.063
H -3.954 -2.019 2.243
H -4.796 -1.467 4.480
H -3.273 -0.554 6.194
H -0.883 -0.212 5.681
H -0.013 -0.748 3.439
H -4.075 -1.205 0.238
H -5.213 -1.794 -1.835
H -4.018 -3.018 -3.622
H -1.663 -3.698 -3.297
H -0.517 -3.200 -1.201
C 3.338 2.981 1.205
C 1.909 3.452 0.940
C 1.899 4.666 0.021
C 1.187 3.778 2.241
N 1.141 2.401 0.168
N 1.003 1.154 0.864
H 3.894 3.752 1.738
H 3.867 2.780 0.269
H 3.377 2.082 1.829
H 2.476 5.470 0.475
H 0.881 5.016 -0.148
H 2.352 4.439 -0.949
H 1.660 4.649 2.693
H 1.253 2.979 2.987
H 0.142 4.015 2.057
H 1.712 2.186 -0.650
H 0.691 1.366 1.812
H 1.899 0.661 0.920
O 0.430 -0.076 -2.038
S 1.207 -1.231 -2.778
C 0.894 -0.770 -4.511
C 2.235 -0.346 -5.117
C 3.047 0.276 -3.982
C 2.933 -0.718 -2.835
H 0.182 0.053 -4.443
H 0.423 -1.617 -5.006
H 2.068 0.348 -5.938
H 2.760 -1.213 -5.520
H 2.633 1.246 -3.699
H 4.089 0.425 -4.259
H 3.204 -0.369 -1.840
H 3.482 -1.642 -3.035
F -2.933 0.731 1.023
C -1.688 1.173 0.802
F -1.315 1.797 1.937
F -1.794 2.089 -0.196

Force components x, y, z for each atom (eV/Å):
0.12 -0.43 0.18
0.18 0.03 -0.09
-0.15 0.05 0.01
-0.30 0.27 0.06
0.10 0.06 -0.13
-0.30 0.41 0.23
-0.11 -0.16 0.04
0.01 -0.09 0.01
0.00 -0.02 -0.03
-0.02 0.00 0.02
0.03 0.01 0.01
-0.02 -0.01 -0.01
0.01 -0.09 -0.07
0.03 0.11 -0.01
-0.01 -0.01 -0.03
-0.04 0.03 0.04
0.07 -0.02 0.00
-0.09 -0.06 -0.04
0.01 0.05 0.04
0.01 -0.04 0.04
0.00 0.02 -0.01
0.01 0.00 0.00
0.00 0.00 -0.01
0.00 -0.01 -0.02
-0.01 0.03 0.02
0.01 0.01 0.03
0.02 -0.01 -0.01
0.00 0.01 0.01
-0.01 0.01 0.02
0.00 0.00 -0.02
-0.01 -0.03 -0.02
-0.02 -0.14 -0.04
-0.02 -0.01 -0.06
-0.01 -0.06 -0.01
0.19 0.16 -0.03
0.61 -0.04 0.01
0.00 -0.01 -0.02
-0.01 0.02 0.03
-0.01 0.04 0.01
0.00 0.01 -0.02
0.03 -0.01 0.01
0.01 0.00 0.05
-0.01 -0.01 0.01
-0.01 -0.01 -0.04
-0.07 0.02 0.01
-0.18 0.03 -0.06
-0.03 0.06 -0.04
-0.05 -0.15 0.20
0.05 0.17 -0.61
0.08 0.00 0.00
0.01 -0.04 -0.04
0.02 0.07 0.06
-0.03 -0.05 -0.09
0.02 0.05 0.04
0.00 -0.01 0.00
-0.01 0.01 0.00
-0.01 0.00 0.00
-0.01 -0.01 0.00
-0.01 -0.01 0.02
0.01 0.00 0.01
-0.02 -0.03 0.00
0.02 0.00 0.02
-0.02 -0.01 -0.06
-0.17 -0.24 0.83
-0.12 0.17 -0.22
0.21 -0.10 -0.25

---

(2)
The following is a quantum chemistry calculation of a single C23H32N4O5S molecule in a non-equilibrium geometry, from the OMol25 dataset.

For the lowest unoccupied orbital energy, the calculation gives 0.5 eV. The structure (SMILES) is O=C(Cn1c(=O)oc2cc(S(=O)(=O)N3CCCC3)ccc21)N1CCN(C2CCCCC2)CC1. As for the relative energy (zero: lowest compared OMol25 entry of this formula, charge and spin): 0.9581 eV. Its charge is 0. As for the total energy: -1889.0886 hartree. Its multiplicity is 1.

Atoms and positions in Å:
O -1.013 -0.232 2.545
C -1.303 -0.744 1.478
C -0.716 -2.121 1.118
N 0.385 -1.988 0.200
C 0.406 -2.501 -1.079
O -0.496 -3.074 -1.626
O 1.616 -2.234 -1.634
C 2.359 -1.555 -0.710
C 3.646 -1.074 -0.808
C 4.135 -0.410 0.306
S 5.800 0.277 0.230
O 6.282 0.408 1.571
O 6.550 -0.490 -0.718
N 5.678 1.818 -0.389
C 5.216 1.932 -1.754
C 3.715 2.271 -1.674
C 3.509 2.800 -0.242
C 4.912 2.765 0.391
C 3.395 -0.244 1.466
C 2.100 -0.730 1.566
C 1.596 -1.384 0.456
N -2.076 -0.137 0.565
C -2.572 -0.670 -0.685
C -4.090 -0.861 -0.589
N -4.707 0.416 -0.297
C -6.146 0.463 -0.520
C -7.004 -0.218 0.556
C -8.472 -0.201 0.141
C -8.950 1.231 -0.084
C -8.086 1.925 -1.133
C -6.619 1.907 -0.711
C -4.237 0.901 0.985
C -2.724 1.115 0.906
H -0.351 -2.559 2.053
H -1.452 -2.788 0.667
H 4.261 -1.220 -1.680
H 5.437 1.005 -2.278
H 5.770 2.745 -2.232
H 3.449 3.016 -2.422
H 3.109 1.384 -1.848
H 3.107 3.812 -0.237
H 2.822 2.160 0.310
H 4.923 2.454 1.433
H 5.397 3.742 0.309
H 3.861 0.258 2.299
H 1.506 -0.596 2.455
H -2.093 -1.607 -0.957
H -2.364 0.067 -1.468
H -4.461 -1.230 -1.547
H -4.303 -1.620 0.185
H -6.313 -0.062 -1.469
H -6.672 -1.249 0.700
H -6.891 0.311 1.505
H -9.080 -0.679 0.912
H -8.593 -0.773 -0.782
H -9.993 1.227 -0.405
H -8.891 1.783 0.856
H -8.419 2.956 -1.266
H -8.195 1.412 -2.091
H -6.515 2.464 0.222
H -5.997 2.390 -1.465
H -4.718 1.851 1.214
H -4.446 0.190 1.803
H -2.330 1.454 1.864
H -2.499 1.851 0.129

Force components x, y, z for each atom (eV/Å):
0.13 -0.05 0.37
0.25 -0.39 -0.07
-0.19 0.04 0.25
0.20 -0.03 -0.25
-0.91 -0.20 0.26
0.20 -0.11 -0.23
0.25 -0.09 -0.39
0.20 0.52 0.89
-0.44 -0.36 -0.30
0.72 0.31 0.14
0.08 0.09 0.05
-0.30 0.13 0.13
-0.25 -0.04 -0.28
0.43 -0.99 0.43
-0.15 -0.07 -0.64
0.00 0.04 -0.09
-0.02 0.09 0.04
-0.32 0.35 0.46
0.16 0.02 0.07
-0.14 -0.11 -0.16
0.64 0.16 -0.25
-0.19 0.30 -0.12
-0.31 -0.41 -0.22
0.24 0.09 -0.16
0.07 -0.10 -0.08
-0.10 0.24 0.23
0.05 -0.15 -0.37
-0.02 0.15 0.29
-0.06 -0.16 -0.29
-0.01 0.18 0.31
-0.07 -0.26 -0.32
0.23 0.15 -0.10
-0.16 0.26 0.43
-0.12 0.09 -0.13
0.12 0.04 0.03
0.06 -0.06 -0.18
0.02 0.11 -0.19
-0.01 -0.10 0.00
-0.04 -0.04 -0.05
-0.01 0.06 -0.04
-0.06 0.00 0.05
-0.01 0.07 -0.02
-0.02 0.20 0.07
-0.01 -0.08 0.07
0.00 0.05 0.15
-0.07 0.02 0.10
0.05 0.06 0.05
0.00 -0.10 0.00
-0.02 -0.03 0.01
0.01 -0.02 -0.05
-0.02 0.02 0.02
0.05 -0.02 0.10
0.05 0.01 0.09
-0.03 -0.07 -0.06
-0.04 -0.07 -0.03
-0.04 0.05 0.07
-0.04 0.05 0.06
-0.02 -0.01 -0.10
-0.02 0.01 -0.09
0.05 0.06 0.08
0.07 0.03 0.03
-0.01 0.00 0.07
-0.02 0.07 0.00
-0.04 -0.01 -0.15
-0.03 0.00 0.04

---

(3)
The following is a quantum chemistry calculation of a molecular structure, C23H33Cl2N2PtSSbSi in a non-equilibrium geometry, from the OMol25 dataset.

For the lowest unoccupied orbital energy, the calculation gives 0.2 eV. As for the relative energy (zero: lowest compared OMol25 entry of this formula, charge and spin): 1.0966 eV. Its charge is 0. As for the total energy: -2973.3657 hartree. Its multiplicity is 1.

Atoms and positions in Å:
Pt -0.615 -1.040 -0.910
Cl -0.490 -0.803 -3.562
C -1.795 -1.783 -4.161
C -2.091 -1.685 -5.509
C -3.105 -2.459 -6.042
C -3.800 -3.324 -5.213
C -3.487 -3.403 -3.868
Cl -4.399 -4.510 -2.892
C -2.472 -2.626 -3.275
S -2.196 -2.772 -1.555
H -1.522 -1.007 -6.131
H -3.351 -2.391 -7.092
H -4.594 -3.946 -5.602
C 0.630 -3.527 1.380
Si -0.361 -1.956 1.183
C -2.068 -2.344 1.861
C 0.334 -0.681 2.409
C 0.662 -1.069 3.713
C 1.060 -0.145 4.670
C 1.151 1.201 4.343
C 0.839 1.612 3.054
C 0.441 0.679 2.102
H 0.579 -3.852 2.423
H 1.680 -3.401 1.105
H 0.206 -4.316 0.755
H -2.004 -2.739 2.880
H -2.565 -3.090 1.233
H -2.698 -1.451 1.879
H 0.602 -2.116 3.992
H 1.285 -0.473 5.678
H 1.462 1.926 5.086
H 0.891 2.664 2.797
H 0.191 1.013 1.102
C -2.646 2.609 -1.813
Sb -2.471 0.873 -0.558
C -4.512 0.253 -0.619
C -2.625 1.923 1.307
H -3.440 3.258 -1.442
H -2.870 2.302 -2.835
H -1.699 3.149 -1.808
H -5.153 1.101 -0.378
H -4.655 -0.543 0.111
H -4.757 -0.135 -1.607
H -3.557 2.490 1.330
H -1.782 2.605 1.429
H -2.608 1.207 2.129
N 1.305 0.091 -1.221
C 2.196 0.711 -0.814
N 3.228 1.374 -0.359
C 3.103 2.753 0.130
C 3.875 2.900 1.434
C 5.325 2.456 1.248
C 5.363 1.004 0.771
C 4.593 0.859 -0.533
H 2.047 2.981 0.259
H 3.515 3.434 -0.622
H 3.402 2.277 2.196
H 3.821 3.939 1.765
H 5.873 2.558 2.185
H 5.817 3.098 0.509
H 4.904 0.362 1.528
H 6.389 0.666 0.619
H 4.534 -0.179 -0.850
H 5.090 1.434 -1.321

Force components x, y, z for each atom (eV/Å):
0.43 -0.54 -1.32
0.12 0.28 -0.10
-0.18 -0.14 0.06
0.08 0.07 -0.05
-0.02 -0.02 -0.03
-0.04 -0.05 0.03
0.04 0.02 -0.02
-0.02 0.00 -0.01
0.06 0.12 0.09
0.44 -0.01 0.74
-0.01 0.00 0.03
0.01 0.00 0.00
0.01 0.01 0.02
0.20 -0.06 -0.20
-0.59 0.20 0.01
-0.11 -0.11 -0.03
0.19 0.22 -0.15
-0.01 -0.01 -0.06
0.00 -0.01 0.01
0.00 0.01 -0.07
-0.01 -0.06 0.01
0.05 -0.06 0.16
0.03 -0.03 -0.03
-0.03 -0.02 0.01
0.01 0.03 0.02
-0.01 0.03 -0.02
-0.02 0.02 0.06
0.00 -0.01 0.03
-0.03 0.04 0.02
0.04 -0.01 -0.02
-0.03 -0.01 0.01
0.01 0.00 -0.01
-0.02 0.01 0.00
-0.08 -0.02 0.05
-0.16 0.49 0.23
0.04 -0.05 -0.03
-0.05 0.01 -0.02
0.01 0.01 -0.05
0.01 0.02 0.01
-0.02 0.00 -0.01
-0.01 -0.02 -0.02
-0.02 0.00 -0.03
0.00 -0.01 0.02
0.02 -0.01 0.02
-0.03 -0.02 0.00
0.00 0.04 0.00
-0.35 -0.21 0.61
0.22 -0.07 0.07
-0.09 0.03 -0.10
0.03 -0.04 0.07
0.08 0.00 -0.08
-0.06 -0.08 0.04
-0.03 0.10 0.00
0.03 -0.06 0.10
-0.03 -0.04 -0.01
-0.04 0.00 -0.05
-0.05 0.02 0.05
0.00 0.00 0.00
0.01 0.02 -0.01
0.02 0.00 0.03
0.04 -0.03 -0.01
0.00 0.00 0.00
-0.05 -0.01 -0.02
-0.04 0.00 -0.05

---

> The highest lowest unoccupied orbital energy belongs to which entry?

C23H32N4O5S

---

> The highest charge belongs to which entry?

C23H32F3N2O3OsPS